Density functional theory data (ωB97M-V/def2-TZVPD) for one molecule with the formula C24H29N3O3.

Last column: Löwdin charge in e.
Atoms and positions in Å:
C  1.63811  -6.30650  -1.70689  -0.1093
C  3.01400  -6.23199  -1.05664  -0.2701
C  3.91824  -5.23547  -1.77971  -0.2161
C  5.26518  -5.02404  -1.08637  -0.1607
C  5.19644  -4.14530  0.16819  -0.1784
O  4.96243  -2.78921  -0.15732  -0.0141
C  3.71010  -2.28328  -0.25034  -0.1960
C  2.55538  -2.82345  0.29924  -0.0075
C  1.33387  -2.19167  0.16194  -0.0248
C  1.22420  -0.99091  -0.53302  -0.2178
C  2.38993  -0.43456  -1.08124  0.0402
C  3.61591  -1.05131  -0.94717  -0.1887
O  4.78996  -0.58029  -1.44806  -0.0620
C  4.78082  0.64947  -2.12911  -0.0804
H  5.81506  0.83272  -2.41568  0.0952
H  4.15880  0.60795  -3.02964  0.0974
H  4.43439  1.46453  -1.48528  0.0985
H  2.30534  0.49643  -1.61921  0.1111
C  -0.02639  -0.29617  -0.72378  -0.0121
C  -1.23015  -0.61812  -0.22703  -0.0003
C  -2.40204  0.20184  -0.54491  -0.4878
O  -2.36614  1.17707  -1.28874  0.0137
N  -3.55653  -0.19956  0.04238  0.0688
H  -3.53467  -0.96052  0.70189  0.1408
C  -4.83530  0.42449  -0.20510  -0.1736
C  -5.34437  1.25783  0.97374  -0.0948
C  -4.57097  2.50613  1.24821  -0.3285
N  -4.79738  3.25525  2.29177  0.1518
C  -3.93114  4.31366  2.18426  -0.2386
C  -3.73663  5.41512  3.00976  -0.0260
C  -2.77357  6.32979  2.63864  -0.1092
C  -2.01242  6.16795  1.47882  -0.1089
C  -2.18979  5.08328  0.64372  -0.0270
C  -3.15710  4.16203  1.00878  -0.1917
N  -3.60050  3.00251  0.42871  0.1773
H  -3.19808  2.55237  -0.38916  0.1107
H  -1.60402  4.95407  -0.25407  0.1067
H  -1.26851  6.91142  1.23172  0.0950
H  -2.59853  7.19755  3.25825  0.0946
H  -4.32460  5.54038  3.90500  0.1057
H  -6.38151  1.54203  0.77589  0.1217
H  -5.34958  0.65494  1.88554  0.1189
H  -5.56756  -0.36067  -0.42224  0.1223
H  -4.72327  1.04718  -1.09603  0.1241
H  -1.38610  -1.47510  0.41068  0.1003
H  0.01317  0.59196  -1.34390  0.1220
H  0.46103  -2.64942  0.59919  0.1066
H  2.59398  -3.75209  0.84533  0.1038
H  6.17652  -4.14504  0.65550  0.1295
H  4.46337  -4.52899  0.88199  0.1076
H  5.68925  -5.99033  -0.80556  0.1156
H  5.95320  -4.53985  -1.78191  0.1165
H  4.10199  -5.60643  -2.79068  0.1155
H  3.40442  -4.27673  -1.87541  0.1035
H  3.48156  -7.21934  -1.07337  0.1099
H  2.89656  -5.94498  -0.01036  0.0915
H  1.14933  -5.33484  -1.67056  0.0673
H  1.00841  -7.02932  -1.19320  0.0680
H  1.72487  -6.60637  -2.74880  0.0724

## Properties
* SMILES: CCCCCOc1ccc(/C=C/C(=O)NCCc2nc3ccccc3[nH]2)cc1OC
* net charge: 0
* LUMO energy: 0.000 hartree
* energy relative to the best compared isomer or geometry (same formula, charge and spin): 2.633 eV
* highest occupied orbital energy: -8.01 eV